Record 1
DFT (ωB97M-V/def2-TZVPD) results for a structure of composition C25H41BN9O2PtS.

Last column: Löwdin charge in e.
Positions of all 80 atoms, in Å:
Pt  0.58125  0.36930  1.02694  1.475
C  3.75924  -0.86316  0.31293  -0.005
C  3.03222  -0.07948  -0.72429  -0.318
C  3.44468  0.26800  -2.00923  0.029
C  2.44794  1.07862  -2.52446  -0.001
N  1.48547  1.20266  -1.60317  0.035
N  1.84152  0.49836  -0.51229  -0.113
B  0.24500  2.14740  -1.54182  -0.618
N  -1.04418  1.30493  -1.32718  0.030
C  -2.24065  1.38129  -1.92825  -0.022
C  -3.15475  0.66157  -1.18461  0.018
C  -2.44232  0.16256  -0.09265  -0.324
C  -2.94612  -0.57326  1.09896  -0.009
N  -1.16860  0.54487  -0.21729  -0.033
N  0.43138  2.99318  -0.21174  0.058
C  0.41617  4.31621  0.00059  -0.011
C  0.55625  4.57001  1.34742  0.028
C  0.64536  3.32105  1.95623  -0.292
C  0.81614  3.03374  3.40821  -0.006
N  0.56960  2.38433  1.00703  -0.080
N  0.15714  2.89297  -2.83619  -0.007
C  0.29805  4.16962  -3.28596  -0.052
C  0.13116  4.16166  -4.64196  0.003
C  -0.11058  2.81042  -4.97562  -0.336
C  -0.35766  2.22154  -6.32540  -0.019
N  -0.08944  2.05383  -3.89296  0.103
H  4.65535  -1.29866  -0.12320  0.096
H  4.07447  -0.21309  1.13123  0.094
H  3.14683  -1.66394  0.72428  0.062
H  4.36590  -0.01614  -2.48723  0.125
H  2.35453  1.58214  -3.47156  0.137
H  -2.35110  1.94313  -2.83957  0.135
H  -4.20298  0.52998  -1.38932  0.124
H  -3.91314  -1.02221  0.88165  0.098
H  -2.26685  -1.36228  1.41571  0.033
H  -3.07495  0.11380  1.93680  0.092
H  0.29002  5.00944  -0.80789  0.113
H  0.58434  5.52866  1.83409  0.126
H  0.84094  3.97563  3.95046  0.096
H  -0.00427  2.43211  3.79079  0.061
H  1.75307  2.50841  3.60198  0.093
H  0.52437  5.00345  -2.64826  0.103
H  0.17728  5.00798  -5.30512  0.114
H  -0.39674  3.00191  -7.08227  0.083
H  0.43601  1.52617  -6.59801  0.081
H  -1.30314  1.68054  -6.34559  0.081
C  -1.17612  0.17142  5.52641  0.010
N  -0.24739  -0.80562  4.95499  -0.133
C  0.29529  -1.87119  5.81370  0.009
C  0.11970  -0.73889  3.70309  -0.273
O  -0.29203  0.16498  2.91971  -0.189
H  -1.77313  -0.32250  6.28823  0.104
H  -1.83038  0.55139  4.74723  0.093
H  -0.62726  0.99556  5.98173  0.109
H  -0.08545  -1.72631  6.81959  0.101
H  1.38132  -1.81967  5.84849  0.104
H  -0.02608  -2.84852  5.45860  0.095
H  0.78954  -1.52637  3.35212  0.144
C  -1.29182  -4.22304  2.44086  -0.095
C  -1.05235  -4.79922  1.05125  -0.270
C  0.14738  -4.16890  0.35571  -0.302
S  -0.16569  -2.45290  -0.12385  1.048
O  0.68911  -1.68107  0.94791  -0.671
C  0.75743  -2.36183  -1.66873  -0.321
C  -0.11866  -2.79745  -2.83945  -0.262
C  -1.24342  -1.81125  -3.13113  -0.088
H  -2.24249  -4.55798  2.85192  0.089
H  -1.30924  -3.12928  2.42818  0.038
H  -0.50217  -4.53514  3.12792  0.084
H  -1.94039  -4.69774  0.42438  0.116
H  -0.85275  -5.87006  1.11916  0.125
H  0.43256  -4.69115  -0.55851  0.103
H  1.02242  -4.11373  1.00788  0.112
H  1.65740  -2.96784  -1.54811  0.112
H  1.04358  -1.31481  -1.77323  0.069
H  -0.50214  -3.80950  -2.68013  0.112
H  0.54962  -2.87119  -3.69989  0.127
H  -1.94344  -1.72345  -2.29641  0.058
H  -1.81430  -2.13017  -4.00146  0.090
H  -0.84288  -0.81581  -3.34034  0.069

## Properties
Multiplicity: 2
Orbital gap (spin up / spin down): 8.08 / 6.46 eV
Charge: +2
Energy above the lowest of the compared OMol25 structures with the same formula, charge and spin: 0.151 eV
Largest force on an atom: 0.0130 hartree/bohr
Expectation value of S²: 0.75
HOMO (spin up / spin down): -13.784 / -13.784 eV

Record 2
DFT (ωB97M-V/def2-TZVPD) results for an isolated molecule of C5H8O.

Last column: Löwdin charge in e.
Positions of all 14 atoms, in Å:
O  1.33641  -1.83280  0.34965  0.006
C  0.73806  -0.73464  -0.18596  -0.249
C  0.69812  0.47851  0.64807  -0.184
C  -0.37458  1.50137  0.11228  -0.239
C  -1.63247  0.84755  -0.31453  -0.107
C  -1.66562  -0.44929  -0.43578  -0.069
H  1.37636  -2.52767  -0.31861  0.111
H  -0.86030  -1.01910  0.15822  0.071
H  0.96227  -0.58084  -1.25467  0.140
H  1.65290  1.01845  0.62330  0.127
H  0.51592  0.15939  1.67920  0.126
H  -0.53338  2.29282  0.84947  0.097
H  0.05808  1.98206  -0.77636  0.110
H  -2.29402  -1.11631  -1.01352  0.059

## Properties
Orbital gap (spin up / spin down): 7.17 / 8.23 eV
Charge: 0
Energy above the lowest of the compared OMol25 structures with the same formula, charge and spin: 5.281 eV
Largest force on an atom: 0.0189 hartree/bohr
HOMO (spin up / spin down): -7.016 / -7.664 eV